103
Properties=species:S:1:pos:R:3:forces:R:3 method="wB97M-V/def2-TZVPD" relative_energy_kcal_mol=38.4 homo_ev=-0.835 total_charge=-2 multiplicity=1 e_tot_ev=-91020.5908
La 0.7954 -0.3635 -0.3354 -0.68 0.65 -0.34
S 0.7396 2.8186 -0.8510 -0.04 0.13 -0.04
S -6.9077 -4.2590 0.0726 -0.05 0.00 -0.01
O -0.1709 -2.4879 -0.6706 -0.32 -0.41 0.04
O -6.2907 -5.3873 0.7611 -0.04 0.06 -0.05
O -7.0736 -4.4599 -1.3640 0.03 -0.01 0.11
O -8.0987 -3.7368 0.7404 0.10 -0.02 -0.03
O 2.8971 0.3636 0.4556 0.69 0.27 0.49
N 1.4009 3.8616 1.4570 -0.04 0.03 -0.09
N 0.8261 0.8538 2.2195 0.08 0.00 0.36
N -1.1964 0.3126 -2.2828 -0.28 -0.08 0.17
N -0.5896 -1.4994 1.9541 0.09 -0.25 0.02
N -0.8944 3.6213 1.0823 0.20 -0.12 0.17
N -1.7518 -0.6246 -4.2158 -0.04 -0.03 -0.03
N -2.9439 0.2379 0.4232 0.20 0.03 0.09
N 1.7340 -0.6273 -2.2867 0.55 -0.58 0.42
C -0.2223 -4.8228 -0.9237 0.00 0.13 -0.13
C 1.7870 1.0828 3.0293 -0.29 0.04 0.05
C -0.5074 0.7938 2.7875 -0.01 -0.17 0.14
C -0.8104 -2.7429 2.1614 -0.10 0.26 0.12
C -5.7012 -2.9297 0.1961 -0.14 -0.20 -0.02
C 3.1432 -2.8001 -0.8255 -0.14 0.10 -0.33
C -0.3986 -6.0759 -0.3950 -0.02 -0.04 0.10
C -0.7076 -6.2504 0.9600 0.01 -0.08 0.00
C 1.3944 4.4884 2.7088 -0.06 0.16 0.38
C 3.1825 1.1640 2.6831 0.28 -0.14 -0.23
C 2.2163 -0.0274 -4.9814 0.08 -0.10 0.03
C -2.3142 0.6323 -4.2453 0.04 0.18 0.17
C 4.2429 -3.2418 -3.0250 0.06 0.00 -0.03
C 5.8766 1.5686 2.0675 -0.10 -0.04 -0.01
C -5.9356 -1.8482 1.0249 0.00 0.04 0.02
C -4.5269 -2.9822 -0.5429 -0.03 0.07 0.05
C 2.5249 4.3155 3.5139 -0.03 -0.02 -0.21
C 3.8222 -1.9563 -4.9914 0.06 0.00 0.00
C -0.8865 -0.6467 3.0970 -0.05 0.09 0.07
C -1.9484 1.2165 -3.0175 -0.08 -0.11 -0.20
C 0.3643 5.3126 3.1709 0.03 -0.06 -0.20
C -3.1269 3.1799 -3.6719 -0.03 0.06 0.05
C -3.4905 2.5796 -4.8818 0.00 -0.06 -0.06
C 3.3673 -2.4687 -2.2833 -0.03 0.04 0.05
C -3.6075 -1.9451 -0.4818 0.07 0.00 0.03
C 5.4254 1.7889 3.3814 0.08 0.08 0.12
C -0.6460 -3.8365 1.2426 0.09 -0.13 -0.24
C -5.0175 -0.8103 1.0964 0.03 0.03 -0.05
C 0.4518 5.8998 4.4244 0.05 0.01 0.10
C -3.0860 1.2925 -5.1894 0.00 -0.03 -0.03
C 2.5971 4.9018 4.7619 -0.01 0.11 0.06
C -3.8558 -0.8375 0.3279 -0.10 0.01 0.12
C 4.4885 -3.0172 -4.3775 0.04 -0.06 -0.03
C 5.0251 1.1139 1.0954 0.07 0.08 -0.06
C 1.5567 5.6923 5.2348 -0.04 -0.02 -0.04
C 3.6450 0.8493 1.3611 0.03 0.02 0.12
C 2.9373 -1.1558 -4.2995 0.02 -0.08 0.12
C -0.3364 -3.6454 -0.1344 -0.15 -0.37 0.00
C -1.1035 -0.7566 -3.0333 -0.02 -0.01 0.01
C 2.6347 -1.3823 -2.8960 0.09 0.17 -0.83
C -0.8329 -5.1336 1.7483 0.01 0.10 0.02
C -2.3601 2.5158 -2.7312 -0.01 0.01 -0.03
C 4.0959 1.5880 3.6627 0.01 -0.25 0.00
C 0.3894 3.4554 0.6500 0.07 0.07 -0.15
H -1.9566 -0.6811 3.3325 0.02 -0.02 -0.01
H -3.4151 1.1045 0.6363 -0.02 0.04 -0.13
H -5.2064 0.0432 1.7422 -0.01 0.00 0.00
H 6.1116 2.1218 4.1502 -0.02 -0.01 0.00
H -2.0553 3.0035 -1.8166 0.01 -0.02 0.01
H -4.3533 -3.8420 -1.1779 0.06 0.03 -0.01
H 2.6861 0.2211 -5.9379 -0.02 -0.02 -0.01
H -0.3039 -6.9463 -1.0345 0.01 0.02 -0.03
H -0.4822 5.5357 2.5399 -0.04 -0.03 -0.03
H 2.2020 0.8519 -4.3334 -0.04 0.02 -0.01
H -6.8534 -1.8332 1.5985 0.01 0.04 -0.01
H -1.2214 1.1474 2.0453 -0.03 0.08 -0.01
H -1.0433 3.5117 2.0773 -0.04 0.09 0.00
H 1.6118 6.1496 6.2139 0.01 0.00 0.00
H 3.7206 1.7778 4.6653 -0.01 -0.01 -0.01
H 6.9167 1.7546 1.8229 0.00 -0.02 -0.01
H 0.0165 -4.6903 -1.9727 0.02 0.02 0.01
H 3.3376 3.6960 3.1518 -0.08 0.17 0.04
H -3.4548 4.1928 -3.4717 0.01 -0.01 0.01
H 1.1677 -0.2886 -5.1687 -0.03 0.09 0.02
H 2.2921 3.4920 1.1558 0.04 0.04 -0.06
H 3.4759 4.7423 5.3740 0.03 -0.03 -0.03
H 4.0081 -1.7531 -6.0457 -0.03 0.02 0.01
H -1.0893 -5.2372 2.7982 -0.02 -0.01 0.00
H -0.3341 -0.9835 3.9847 0.02 0.00 -0.03
H 3.1262 -1.8909 -0.2127 0.13 -0.05 0.00
H 4.7592 -4.0615 -2.5278 -0.01 0.01 0.03
H -1.1734 -3.0515 3.1542 -0.01 -0.01 -0.02
H 5.3661 0.9340 0.0831 -0.01 -0.05 0.01
H -4.0969 3.1311 -5.5891 0.00 0.00 0.00
H -2.3202 0.3390 -0.3715 -0.27 -0.07 -0.10
H -0.5735 -1.6544 -2.7493 0.02 0.00 -0.03
H 1.5540 1.2892 4.0878 0.03 -0.01 0.00
H -0.3549 6.5369 4.7646 -0.01 -0.01 -0.02
H 2.1970 -3.3309 -0.6887 0.00 0.03 0.08
H -0.8600 -7.2394 1.3712 -0.02 0.01 -0.01
H 5.1726 -3.6491 -4.9328 0.01 0.02 0.01
H 3.9420 -3.4433 -0.4510 0.00 0.01 0.05
H -1.5472 3.1065 0.5112 -0.02 0.03 -0.01
H -3.3650 0.8184 -6.1221 0.00 0.02 0.00
H -1.8227 -1.3306 -4.9250 0.06 -0.04 0.01
H -0.5935 1.3954 3.7068 -0.02 0.04 -0.05
H -2.6835 -1.9938 -1.0447 0.03 0.00 -0.02